Here is a 7-piece molecular cluster, C30H51Cl12NOP overall in a non-equilibrium geometry from OMol25. Energies are from wB97M-V/def2-TZVPD.

Geometry (Å):
C (-2.796, -1.536, 1.198)
C (-2.651, -3.052, 0.854)
C (-1.765, -3.841, 1.859)
C (-0.335, -3.224, 2.080)
C (0.674, -3.700, 0.987)
C (0.502, -2.937, -0.370)
C (1.904, -2.383, -0.831)
C (1.707, -1.231, -1.877)
C (2.085, 0.188, -1.352)
C (1.300, 0.671, -0.158)
N (0.998, -0.003, 0.910)
C (0.263, 0.709, 1.973)
C (-0.412, 1.830, 1.143)
C (0.709, 2.065, 0.071)
C (1.659, 3.311, 0.238)
C (2.679, 3.203, 1.397)
O (2.838, 4.119, 2.183)
C (3.586, 1.963, 1.579)
C (3.522, 1.107, 2.684)
C (4.360, -0.031, 2.775)
C (5.262, -0.268, 1.715)
C (5.333, 0.611, 0.621)
C (4.503, 1.738, 0.520)
P (-0.248, 2.495, -1.525)
C (-1.678, 3.585, -0.963)
C (-1.071, 1.001, -2.293)
C (-0.606, 0.913, -3.797)
H (-3.520, -1.038, 0.530)
H (-1.819, -1.053, 0.998)
H (-3.080, -1.437, 2.258)
H (-2.332, -3.194, -0.195)
H (-3.674, -3.472, 0.945)
H (-2.244, -3.953, 2.848)
H (-1.592, -4.847, 1.433)
H (0.012, -3.617, 3.057)
H (-0.375, -2.120, 2.150)
H (0.477, -4.771, 0.795)
H (1.685, -3.576, 1.418)
H (-0.117, -2.038, -0.166)
H (0.032, -3.544, -1.158)
H (2.452, -3.229, -1.283)
H (2.493, -2.017, 0.031)
H (0.709, -1.276, -2.348)
H (2.417, -1.440, -2.702)
H (1.978, 0.894, -2.196)
H (3.157, 0.180, -1.071)
H (1.249, -0.969, 1.110)
H (-0.394, 0.013, 2.516)
H (0.918, 1.175, 2.732)
H (-0.730, 2.689, 1.748)
H (-1.242, 1.317, 0.622)
H (0.994, 4.182, 0.486)
H (2.192, 3.602, -0.686)
H (2.820, 1.307, 3.503)
H (4.296, -0.722, 3.620)
H (5.925, -1.137, 1.705)
H (6.044, 0.435, -0.198)
H (4.534, 2.442, -0.321)
H (-2.118, 4.016, -1.877)
H (-2.443, 2.973, -0.442)
H (-1.295, 4.366, -0.260)
H (-0.804, 0.035, -1.825)
H (-2.165, 1.119, -2.211)
H (0.001, 1.791, -4.074)
H (-0.031, -0.003, -4.013)
H (-1.535, 0.861, -4.405)
C (6.372, -3.124, 4.447)
Cl (5.196, -3.211, 3.121)
Cl (7.456, -1.743, 4.263)
H (5.834, -3.026, 5.384)
H (6.960, -4.035, 4.449)
C (-0.594, 7.086, -2.269)
Cl (0.251, 6.438, -0.854)
Cl (-0.446, 6.003, -3.652)
H (-1.644, 7.205, -2.024)
H (-0.162, 8.048, -2.526)
C (-5.797, -0.271, -1.153)
Cl (-4.657, -0.441, -2.492)
Cl (-5.597, 1.282, -0.331)
H (-6.807, -0.336, -1.541)
H (-5.621, -1.069, -0.439)
C (-7.842, 2.804, 2.336)
Cl (-9.095, 4.010, 2.637)
Cl (-8.349, 1.198, 2.875)
H (-7.638, 2.768, 1.271)
H (-6.944, 3.088, 2.875)
C (2.587, -7.034, 0.396)
Cl (1.415, -7.133, -0.923)
Cl (3.664, -5.645, 0.203)
H (2.051, -6.933, 1.335)
H (3.184, -7.940, 0.404)
C (-3.863, 2.027, -6.540)
Cl (-3.242, 3.227, -7.675)
Cl (-3.568, 2.509, -4.861)
H (-4.932, 1.922, -6.688)
H (-3.366, 1.080, -6.723)

Gap between HOMO and LUMO in eV: 7.51
Charge: +1
HOMO energy in eV: -10.8
Total energy in Eh: -7167.076765
Multiplicity: 1
Energy relative to the best compared isomer or geometry (same formula, charge and spin) in kJ/mol: 0.0

---

Here is a 5-piece molecular cluster, C30H51ClF2N6O4 overall in a non-equilibrium geometry from OMol25. Energies are from wB97M-V/def2-TZVPD.

Geometry (Å):
C (1.621, -0.871, 2.293)
C (2.525, -1.452, 1.219)
O (3.897, -1.375, 1.606)
C (2.373, -0.806, -0.178)
N (1.062, -0.308, -0.575)
C (0.890, 1.120, -0.383)
C (-0.551, 1.561, -0.596)
O (-1.466, 0.610, -0.037)
C (-2.674, 1.130, 0.432)
C (-3.426, 2.060, -0.552)
C (-3.936, 1.339, -1.776)
O (-5.072, 1.067, -1.966)
Cl (-2.700, 0.869, -2.922)
C (-2.408, 1.967, 1.751)
F (-1.130, 1.726, 2.227)
N (-3.351, 1.537, 2.753)
C (-4.050, 0.398, 2.287)
O (-4.881, -0.157, 2.942)
C (-3.650, 0.021, 0.871)
C (-3.325, -1.477, 0.784)
C (-1.970, -1.949, 1.334)
C (-1.130, -2.679, 0.294)
F (-1.209, -2.080, -0.964)
H (1.867, -1.337, 3.250)
H (1.750, 0.212, 2.389)
H (0.569, -1.082, 2.100)
H (2.333, -2.528, 1.134)
H (4.077, -0.471, 1.900)
H (3.081, 0.032, -0.213)
H (2.729, -1.527, -0.924)
H (0.305, -0.804, -0.122)
H (1.490, 1.628, -1.147)
H (1.265, 1.485, 0.585)
H (-0.666, 2.536, -0.105)
H (-0.761, 1.691, -1.660)
H (-4.328, 2.406, -0.034)
H (-2.841, 2.942, -0.823)
H (-2.441, 3.043, 1.563)
H (-2.840, 1.262, 3.592)
H (-4.593, 0.112, 0.319)
H (-3.461, -1.818, -0.244)
H (-4.131, -1.936, 1.366)
H (-2.132, -2.681, 2.131)
H (-1.423, -1.111, 1.769)
H (-0.074, -2.711, 0.577)
H (-1.489, -3.706, 0.173)
C (6.056, 0.163, -1.304)
C (7.425, -0.404, -0.947)
C (7.436, -1.094, 0.423)
C (7.076, -0.171, 1.497)
N (6.743, 0.560, 2.318)
H (5.748, 0.933, -0.596)
H (6.072, 0.613, -2.297)
H (5.295, -0.620, -1.300)
H (8.173, 0.391, -0.956)
H (7.731, -1.138, -1.695)
H (8.419, -1.512, 0.646)
H (6.712, -1.911, 0.441)
C (2.720, 7.181, -2.071)
C (2.185, 6.143, -3.048)
C (1.425, 5.008, -2.352)
C (2.275, 4.273, -1.414)
N (2.959, 3.697, -0.695)
H (3.436, 6.738, -1.378)
H (3.226, 7.986, -2.603)
H (1.911, 7.623, -1.485)
H (3.007, 5.716, -3.626)
H (1.506, 6.614, -3.761)
H (1.039, 4.294, -3.082)
H (0.573, 5.407, -1.796)
C (-1.498, -3.010, -6.837)
C (-0.976, -3.384, -5.456)
C (-1.364, -2.366, -4.378)
C (-0.826, -1.035, -4.657)
N (-0.400, 0.011, -4.859)
H (-1.077, -2.061, -7.173)
H (-1.232, -3.771, -7.570)
H (-2.585, -2.913, -6.833)
H (0.111, -3.479, -5.481)
H (-1.373, -4.356, -5.158)
H (-0.995, -2.668, -3.396)
H (-2.450, -2.277, -4.306)
C (-4.580, -1.911, 6.715)
C (-4.778, -2.770, 5.474)
C (-3.609, -3.724, 5.207)
C (-2.367, -2.990, 4.961)
N (-1.415, -2.377, 4.769)
H (-3.698, -1.277, 6.618)
H (-5.440, -1.261, 6.870)
H (-4.458, -2.528, 7.608)
H (-4.913, -2.129, 4.600)
H (-5.688, -3.365, 5.572)
H (-3.807, -4.336, 4.324)
H (-3.455, -4.401, 6.049)

Gap between HOMO and LUMO in eV: 8.53
HOMO energy in eV: -8.2
Total energy in Eh: -2463.105592
Multiplicity: 1

---

Here is a 3-piece molecular cluster, C30H51ClF7N7O4S2 overall in a non-equilibrium geometry from OMol25. Energies are from wB97M-V/def2-TZVPD.

Geometry (Å):
C (-3.069, -4.071, -4.946)
C (-1.556, -3.728, -4.796)
C (-1.417, -2.690, -3.670)
Cl (-1.976, -3.538, -2.186)
C (0.002, -2.060, -3.517)
C (0.896, -2.933, -4.283)
N (1.562, -3.645, -4.924)
C (0.100, -0.602, -4.197)
S (0.094, 0.790, -3.009)
C (1.456, -0.481, -4.734)
N (2.506, -0.376, -5.234)
C (-0.844, -0.441, -5.421)
C (-2.079, 0.483, -5.291)
N (-2.971, 0.219, -4.161)
N (-2.858, 0.195, -6.520)
N (-1.743, 1.906, -5.377)
S (0.799, -2.166, -1.848)
O (2.039, -1.461, -1.864)
O (1.009, -3.555, -1.582)
C (-0.210, -1.408, -0.470)
F (0.423, -0.296, -0.154)
F (-1.430, -1.040, -0.816)
C (-0.166, -2.232, 0.875)
F (-0.461, -1.355, 1.827)
F (1.051, -2.672, 1.114)
C (-1.180, -3.390, 1.044)
F (-0.785, -4.468, 0.416)
F (-2.409, -3.054, 0.727)
F (-1.174, -3.690, 2.349)
H (-3.279, -4.914, -4.307)
H (-3.713, -3.250, -4.652)
H (-3.273, -4.354, -5.971)
H (-1.072, -4.655, -4.530)
H (-1.253, -3.326, -5.753)
H (-2.173, -1.951, -3.872)
H (-1.078, 0.689, -2.356)
H (-0.253, 0.005, -6.209)
H (-1.192, -1.378, -5.835)
H (-3.746, -0.363, -4.422)
H (-2.526, -0.144, -3.334)
H (-3.077, -0.794, -6.560)
H (-3.736, 0.695, -6.446)
H (-2.223, 2.298, -6.170)
H (-0.751, 1.981, -5.542)
C (-2.747, 4.732, 1.068)
C (-4.112, 4.100, 1.415)
C (-4.370, 4.232, 2.916)
C (-3.483, 3.313, 3.753)
C (-3.601, 1.862, 3.285)
C (-3.399, 1.678, 1.779)
N (-4.166, 2.675, 0.978)
O (-5.402, 2.301, 0.913)
C (-1.909, 1.752, 1.409)
C (-3.788, 0.248, 1.420)
C (-5.132, 4.934, 0.645)
H (-2.827, 5.819, 1.068)
H (-1.961, 4.497, 1.781)
H (-2.416, 4.429, 0.074)
H (-5.418, 4.001, 3.129)
H (-4.216, 5.269, 3.220)
H (-2.441, 3.641, 3.715)
H (-3.780, 3.379, 4.801)
H (-2.876, 1.247, 3.823)
H (-4.590, 1.488, 3.565)
H (-1.785, 1.759, 0.325)
H (-1.384, 0.879, 1.793)
H (-1.386, 2.613, 1.819)
H (-4.800, -0.007, 1.732)
H (-3.116, -0.448, 1.921)
H (-3.711, 0.078, 0.345)
H (-4.960, 4.867, -0.430)
H (-5.044, 5.980, 0.937)
H (-6.157, 4.630, 0.848)
C (7.096, 0.542, 2.938)
C (6.116, 0.050, 4.024)
C (6.357, -1.435, 4.293)
C (5.884, -2.330, 3.149)
C (4.422, -2.048, 2.803)
C (4.113, -0.568, 2.569)
N (4.703, 0.309, 3.623)
O (3.954, 0.267, 4.675)
C (4.617, -0.137, 1.177)
C (2.601, -0.391, 2.503)
C (6.476, 0.861, 5.266)
H (8.092, 0.669, 3.362)
H (7.217, -0.152, 2.110)
H (6.785, 1.507, 2.538)
H (5.836, -1.730, 5.210)
H (7.420, -1.602, 4.477)
H (6.516, -2.198, 2.267)
H (5.991, -3.377, 3.441)
H (4.141, -2.618, 1.915)
H (3.797, -2.424, 3.620)
H (4.530, 0.944, 1.052)
H (4.017, -0.606, 0.397)
H (5.646, -0.424, 0.974)
H (2.096, -0.785, 3.384)
H (2.211, -0.918, 1.649)
H (2.331, 0.662, 2.396)
H (6.326, 1.928, 5.093)
H (7.525, 0.703, 5.515)
H (5.893, 0.570, 6.137)

Gap between HOMO and LUMO (alpha / beta) in eV: 7.84 / 8.69
HOMO energy (alpha / beta) in eV: -8.4 / -9.2
Total energy in Eh: -3813.340960
Multiplicity: 3

---

Here is C30H51IrN3O2P2 as an isolated structure in a non-equilibrium geometry from OMol25. Energies are from wB97M-V/def2-TZVPD.

Geometry (Å):
Ir (0.096, 0.128, 0.122)
C (0.525, 1.844, 0.816)
O (0.762, 2.869, 1.321)
C (-0.334, -1.384, -0.928)
O (-0.584, -2.379, -1.482)
P (2.483, -0.477, -0.192)
C (3.143, -1.718, 1.015)
H (4.223, -1.767, 0.811)
C (2.978, -1.254, -1.820)
H (2.121, -1.925, -2.013)
C (3.591, 0.976, 0.144)
H (3.286, 1.274, 1.163)
C (-2.432, 2.741, -0.048)
P (-2.258, 0.880, -0.025)
H (-4.349, 0.691, 1.094)
H (-1.934, 3.057, 0.884)
C (-3.324, 0.417, -1.480)
H (-4.083, 1.215, -1.490)
C (3.061, -0.236, -2.960)
H (3.993, 0.347, -2.912)
H (2.206, 0.448, -2.982)
H (3.074, -0.790, -3.910)
C (4.256, -2.116, -1.831)
H (4.579, -2.252, -2.873)
H (4.105, -3.119, -1.423)
H (5.088, -1.649, -1.290)
C (5.086, 0.650, 0.193)
H (5.340, -0.140, 0.907)
H (5.617, 1.552, 0.527)
H (5.487, 0.386, -0.794)
C (3.331, 2.162, -0.794)
H (3.580, 3.082, -0.246)
H (2.283, 2.241, -1.108)
H (3.971, 2.120, -1.686)
C (2.958, -1.245, 2.458)
H (3.819, -0.652, 2.799)
H (2.851, -2.113, 3.121)
H (2.059, -0.627, 2.576)
C (2.548, -3.101, 0.774)
H (1.465, -3.082, 0.960)
H (2.991, -3.801, 1.495)
H (2.729, -3.495, -0.231)
C (-3.884, 3.237, 0.003)
H (-4.538, 2.662, 0.667)
H (-4.341, 3.260, -0.995)
H (-3.884, 4.271, 0.378)
C (-1.697, 3.386, -1.227)
H (-2.264, 3.290, -2.162)
C (-3.330, -1.052, 1.787)
H (-0.692, 2.970, -1.371)
H (-1.583, 4.459, -1.015)
C (-3.014, 1.292, 2.665)
H (-2.532, -1.262, 2.505)
H (-4.290, -1.305, 2.266)
H (-3.205, -1.720, 0.927)
C (-3.329, 0.440, 1.430)
H (-3.413, 0.794, 3.558)
H (-3.463, 2.293, 2.616)
H (-1.933, 1.413, 2.817)
C (-4.060, -0.915, -1.338)
H (-3.356, -1.758, -1.321)
H (-4.708, -1.044, -2.214)
H (-4.693, -0.960, -0.446)
C (-2.581, 0.456, -2.816)
H (-1.981, 1.361, -2.953)
H (-3.331, 0.411, -3.621)
H (-1.929, -0.420, -2.923)
H (-0.529, -0.488, 1.599)
H (0.364, -0.766, 1.541)
N (-7.868, -7.085, 2.981)
C (-6.829, -6.545, 3.007)
C (-5.549, -5.899, 3.036)
C (-4.568, -6.257, 2.101)
C (-3.315, -5.643, 2.135)
C (-3.036, -4.739, 3.166)
C (-3.972, -4.437, 4.159)
C (-5.255, -4.977, 4.050)
N (-1.805, -4.077, 3.161)
C (-1.275, -3.293, 4.188)
C (-0.177, -2.667, 3.659)
N (-0.026, -3.040, 2.334)
C (-1.012, -3.869, 2.055)
H (-4.784, -6.995, 1.330)
H (-2.553, -5.884, 1.394)
H (-3.715, -3.768, 4.983)
H (-6.030, -4.670, 4.751)
H (-1.703, -3.240, 5.164)
H (0.473, -1.950, 4.138)
H (-1.228, -4.327, 1.106)

Gap between HOMO and LUMO (alpha / beta) in eV: 6.29 / 2.51
Charge: +4
HOMO energy (alpha / beta) in eV: -17.8 / -19.8
Total energy in Eh: -2273.698581
Multiplicity: 6

---

Which of these has the highest multiplicity?
C30H51IrN3O2P2